[1]
Here is C35H37BrCdN3O5S as an isolated structure from OMol25. Energies are from ωB97M-V/def2-TZVPD.

XYZ file:
```
83
Properties=species:S:1:pos:R:3:forces:R:3
Cd -0.0465 -0.0997 -0.3896 -0.015 0.173 0.576
C -1.3066 -3.2101 1.1814 0.176 0.246 -0.021
O -0.4076 -2.1387 1.4882 -0.187 -0.116 -0.387
C -0.7127 -1.5366 2.7246 -0.088 -0.096 -0.211
C 0.3842 -0.5664 3.0059 0.287 0.415 0.121
O 0.5173 0.4552 1.9978 -0.286 -0.020 0.049
C 0.0087 1.7554 2.3552 0.271 -0.194 0.033
C -1.3113 2.0636 1.7208 -0.098 -0.021 -0.200
O -1.1273 2.0231 0.3183 -0.097 -0.042 -0.136
C -2.2969 2.4424 -0.4028 0.118 -0.054 0.084
H -1.2985 -3.9427 1.9902 0.006 -0.052 0.042
H -2.3184 -2.8314 1.0346 -0.093 0.050 -0.020
H -0.9601 -3.6825 0.2688 0.095 0.114 -0.061
H -1.6982 -1.0592 2.7022 -0.070 0.031 -0.060
H -0.7135 -2.2896 3.5149 -0.063 -0.079 0.167
H 0.2343 -0.0975 3.9769 0.026 0.033 0.094
H 1.3249 -1.1125 3.0306 0.166 0.013 -0.033
H -0.0704 1.8349 3.4373 0.030 0.014 0.113
H 0.7379 2.4804 2.0007 0.141 0.058 -0.024
H -2.0929 1.3612 2.0262 -0.060 -0.071 -0.003
H -1.6076 3.0668 2.0316 -0.108 0.133 0.040
H -2.5187 3.4825 -0.1656 0.021 0.079 0.039
H -2.0819 2.3416 -1.4605 0.043 -0.021 -0.028
H -3.1452 1.8086 -0.1539 -0.042 -0.074 0.014
Br 0.8600 -7.1351 0.3349 0.024 -0.002 0.075
C -0.0307 -6.6376 -1.2541 0.143 0.004 -0.080
C 0.4894 -7.0189 -2.4780 0.003 -0.040 -0.139
C -0.1723 -6.6422 -3.6408 0.075 -0.112 -0.059
C -1.3087 -5.8524 -3.5792 -0.223 -0.594 -0.155
C -1.8345 -5.5006 -2.3420 -0.244 -0.435 0.361
C -1.2000 -5.9002 -1.1753 -0.208 0.085 -0.165
N -1.9707 -5.5459 -4.8329 -0.188 0.431 0.509
N -2.4954 -4.4255 -4.9877 0.640 -0.092 0.339
C -2.2755 -3.3935 -3.9978 -0.176 0.203 -0.550
C -3.3608 -2.6501 -3.6319 -0.329 0.135 0.077
C -3.2941 -1.6634 -2.6336 -0.234 -0.050 -0.094
C -2.1090 -1.3559 -1.9965 0.292 0.191 0.491
O -2.0353 -0.4562 -1.0323 -0.110 -0.491 -0.575
C -0.9301 -2.0733 -2.4482 0.298 0.040 0.192
N 0.2770 -1.7518 -1.8671 -0.482 -0.288 -0.311
C 1.3755 -2.3606 -2.2496 -0.046 0.074 0.047
C 1.3870 -3.3027 -3.2875 0.130 -0.013 -0.015
C 0.2099 -3.6269 -3.8947 0.063 0.175 -0.174
C -1.0114 -3.0630 -3.4509 0.363 0.351 -0.222
H 1.3880 -7.6198 -2.5247 -0.031 0.026 -0.008
H 0.1999 -6.9446 -4.6157 -0.027 -0.019 0.123
H -2.7542 -4.9323 -2.2881 0.069 -0.111 0.119
H -1.6124 -5.6418 -0.2087 -0.038 -0.109 -0.083
H -4.3111 -2.8819 -4.1051 0.071 0.087 0.063
H -4.1834 -1.1157 -2.3391 0.064 -0.090 -0.057
H 2.2942 -2.0797 -1.7464 -0.003 0.025 -0.021
H 2.3237 -3.7489 -3.6011 -0.081 0.067 0.026
H 0.2117 -4.3060 -4.7381 0.005 0.138 0.066
O 1.7892 1.0282 -0.8708 0.370 -0.002 0.237
S 2.8916 1.5041 0.0857 -0.441 -0.003 -0.278
C 3.5587 -0.0014 0.8024 0.123 -0.042 0.128
C 4.5080 0.2820 1.9421 -0.043 0.062 0.033
C 4.1499 1.1451 2.9817 -0.055 -0.069 -0.081
C 5.0238 1.3805 4.0339 0.017 -0.020 -0.003
C 6.2632 0.7516 4.0615 0.010 -0.036 -0.035
C 6.6212 -0.1163 3.0366 -0.008 0.023 0.035
C 5.7482 -0.3473 1.9805 0.059 -0.020 -0.022
C 4.2245 2.0128 -1.0340 0.116 -0.037 -0.056
C 4.8456 0.9067 -1.8382 -0.135 -0.049 0.058
C 4.1438 0.3277 -2.8954 -0.011 -0.027 -0.028
C 4.6872 -0.7453 -3.5919 -0.011 0.046 0.023
C 5.9351 -1.2462 -3.2410 0.021 0.010 0.054
C 6.6465 -0.6618 -2.1988 -0.021 0.017 -0.007
C 6.1025 0.4097 -1.5006 0.047 0.005 0.030
H 4.0273 -0.5735 0.0012 -0.012 -0.055 0.029
H 2.6580 -0.5179 1.1361 -0.004 -0.061 0.055
H 3.1758 1.6283 2.9702 0.099 -0.031 0.001
H 4.7365 2.0511 4.8369 0.026 -0.059 -0.087
H 6.9464 0.9326 4.8841 -0.064 -0.015 -0.081
H 7.5829 -0.6176 3.0592 -0.092 0.050 0.001
H 6.0278 -1.0335 1.1856 -0.021 0.091 0.064
H 4.9409 2.5353 -0.3951 0.020 -0.021 -0.086
H 3.7088 2.7421 -1.6624 0.088 0.061 0.036
H 3.1703 0.7188 -3.1709 0.064 -0.029 0.021
H 4.1383 -1.1818 -4.4194 0.034 0.030 0.062
H 6.3590 -2.0842 -3.7835 -0.030 0.087 0.030
H 7.6290 -1.0372 -1.9332 -0.088 0.040 -0.022
H 6.6595 0.8680 -0.6874 -0.048 -0.057 -0.076
```
Positions in Å, forces in eV/Å.

As for the charge: +1. The calculation puts the orbital gap at 7.321 eV.

---

[2]
Here is C35H37BrCoP2 as an isolated structure in a non-equilibrium geometry from OMol25. Energies are from ωB97M-V/def2-TZVPD.

XYZ file:
```
76
Properties=species:S:1:pos:R:3:forces:R:3
Co 1.2381 -0.6149 0.8759 -0.030 -1.354 1.023
C 1.6533 1.9230 -2.3308 -0.057 0.600 0.413
C 0.5577 2.5056 -1.8353 0.474 0.577 -0.414
C -0.6916 2.7685 -2.6303 -0.162 0.294 -0.133
C -1.1062 1.6792 -3.6574 -0.188 0.526 0.157
C -0.8251 0.2495 -3.2962 -0.059 -0.561 -0.395
C 0.2881 -0.4347 -3.5825 -0.941 0.024 -0.442
C 1.5453 0.1235 -4.1526 0.401 0.158 -0.225
C 1.8733 1.5812 -3.7640 0.074 -0.437 -0.490
C -0.6446 -2.0461 2.6739 0.728 -0.541 1.539
H 2.5193 1.7677 -1.6912 -0.255 0.255 -0.141
H 0.5918 2.9982 -0.8540 -0.035 -0.651 -0.394
H -0.5640 3.7028 -3.2122 -0.114 -0.187 0.346
H -1.5225 2.9493 -1.9248 0.298 -0.070 -0.312
H -2.1980 1.7770 -3.7756 0.358 -0.047 -0.150
H -0.6591 1.9262 -4.6322 -0.188 -0.214 0.297
H -1.6975 -0.2769 -2.8965 0.412 -0.049 -0.182
H 0.2651 -1.5257 -3.5644 -0.018 0.307 0.379
H 1.5068 0.0817 -5.2547 0.077 -0.171 0.212
H 2.3695 -0.5366 -3.8421 -0.095 0.184 -0.096
H 2.9422 1.7240 -3.9762 -0.254 0.134 -0.074
H 1.3133 2.2565 -4.4205 0.217 -0.039 0.177
H 0.4239 -2.1278 2.9418 -0.462 0.196 -0.172
H -1.1314 -2.9670 3.0576 -0.015 0.559 -0.319
H -1.0135 -1.1647 3.2179 -0.051 -0.229 -0.438
P 0.2237 1.3272 1.3399 -0.869 -1.039 -0.857
P -0.8628 -1.9712 0.9070 -1.392 0.992 -1.975
C -1.0093 0.7822 0.1600 0.648 2.702 0.976
C -1.2162 -0.5422 -0.1387 0.120 -1.978 0.323
C -0.5575 2.5850 2.3467 -0.462 0.507 0.221
C -1.2915 3.6438 1.7658 0.405 -0.093 0.520
C -1.8836 4.6009 2.5937 -0.123 -0.141 -0.007
C -1.8003 4.4587 3.9840 0.168 -0.286 0.005
C -1.1078 3.3796 4.5591 -0.379 0.380 -0.222
C -0.4948 2.4373 3.7416 0.021 0.350 -0.446
C 1.8811 1.9389 0.8359 0.056 0.043 0.191
C 2.7601 0.9182 0.3710 0.168 0.918 0.079
C 4.1379 1.1326 0.3934 -0.424 -0.127 -0.102
C 4.6319 2.3568 0.8462 -0.061 0.266 0.086
C 3.7641 3.3637 1.2857 0.266 -0.049 -0.070
C 2.3878 3.1587 1.2996 0.203 -0.759 -0.129
C -2.4841 -2.7739 0.8307 0.059 -0.439 -0.020
C -3.4903 -2.1352 1.5704 -0.325 -0.337 -0.047
C -4.7223 -2.7629 1.7404 0.313 -0.071 -0.255
C -4.9439 -4.0070 1.1319 0.107 -0.016 0.005
C -3.9459 -4.6134 0.3615 -0.331 0.025 0.075
C -2.7016 -3.9999 0.2125 -0.317 0.236 0.161
C 0.4049 -2.9805 0.0750 -0.265 -0.905 -0.088
C 1.1766 -3.9203 0.7787 0.084 0.233 -0.158
C 2.1070 -4.7104 0.1066 -0.055 0.011 -0.134
C 2.2501 -4.6050 -1.2810 -0.216 0.193 0.112
C 1.4163 -3.7423 -2.0049 0.036 -0.186 0.149
C 0.4682 -2.9641 -1.3364 0.308 0.034 0.353
H -1.6771 1.5476 -0.2076 -0.152 -0.078 -0.511
H -1.8842 -0.7990 -0.9703 0.126 -0.135 0.625
H -1.3772 3.7120 0.6774 0.064 0.048 0.357
H -2.4346 5.4493 2.1618 0.280 -0.480 0.215
H -2.3039 5.1809 4.6261 0.192 -0.134 -0.129
H -1.0699 3.2759 5.6415 -0.004 0.029 -0.201
H 0.0463 1.5827 4.1451 -0.059 0.212 0.040
H 2.4632 -0.0889 -0.1040 0.515 1.129 -0.321
H 4.7925 0.3095 0.0966 -0.060 0.418 0.072
H 5.7071 2.5352 0.8799 -0.272 -0.108 -0.020
H 4.1603 4.3102 1.6560 0.007 -0.269 -0.136
H 1.7098 3.8951 1.7303 0.174 -0.117 -0.162
H -3.3061 -1.1547 2.0135 -0.018 -0.265 -0.096
H -5.4961 -2.2838 2.3434 0.189 -0.190 -0.240
H -5.9069 -4.5021 1.2704 0.301 0.102 -0.099
H -4.1358 -5.5752 -0.1172 0.013 0.262 0.141
H -1.9083 -4.4503 -0.3808 -0.153 -0.063 0.160
H 1.0307 -4.0116 1.8517 0.287 0.001 -0.130
H 2.7213 -5.4190 0.6590 -0.138 0.184 -0.077
H 2.9952 -5.2144 -1.8013 -0.289 0.239 0.195
H 1.5094 -3.7044 -3.0957 -0.148 0.052 0.428
H -0.2324 -2.3425 -1.8858 0.270 0.012 0.173
Br 2.4645 -0.9274 2.8604 1.017 -0.576 0.807
```
Positions in Å, forces in eV/Å.

The calculation puts the orbital gap (alpha / beta) at 4.969 / 7.200 eV. As for the multiplicity: 4.

---

The following energy above the lowest of the compared OMol25 structures with the same formula, charge and spin values (in kcal per mole) correspond, in order, to the records above: 0.0; 39.9.